Below is an isolated molecule of C4H7N3, with properties calculated with ωB97M-V/def2-TZVPD.

ORCA input file:
```
! wB97M-V def2-TZVPD RIJCOSX def2/J DEFGRID3
* xyz 0 1
N -1.355 0.750 -1.180
C -0.160 0.210 -0.718
C 1.240 0.507 -0.882
N 1.950 -0.154 0.025
C 1.133 -0.500 1.025
C -0.208 -0.318 0.549
N -1.428 -0.753 1.172
H -1.366 1.218 -2.133
H -2.209 0.150 -1.358
H 1.723 0.823 -1.751
H 3.009 0.341 0.496
H 1.428 -1.161 1.805
H -1.374 -0.942 2.076
H -2.383 -0.170 0.876
*
```

The value obtained for the frontier orbital gap is 8.164 eV. Its structure (SMILES) is Nc1c[nH]cc1N. As for the highest occupied orbital energy: -0.26634 hartree. The calculation puts the largest force on an atom at 7.41 eV/A.



Below is an isolated ion of composition C4H7N3 and charge +2, with properties calculated with ωB97M-V/def2-TZVPD.

ORCA input file:
```
! wB97M-V def2-TZVPD RIJCOSX def2/J DEFGRID3
* xyz 2 1
C 1.256 1.070 -2.088
C 0.829 0.402 -0.910
N -0.338 -0.035 -0.823
C -0.891 -0.615 0.287
N -0.284 -0.580 1.430
C -0.714 -0.750 2.636
N -1.252 -1.175 3.667
H 2.374 1.179 -2.186
H 0.766 2.132 -2.133
H 0.837 0.759 -3.059
H 1.410 0.166 0.000
H -0.870 -0.118 -1.719
H -1.854 -1.094 0.187
H -1.271 -1.342 4.711
*
```

The value obtained for the frontier orbital gap (alpha / beta) is 9.437 / 9.436 eV. Its structure (SMILES) is C/C=[NH+]/C=N/C#[NH+]. As for the highest occupied orbital energy (alpha / beta): -0.76379 / -0.76378 hartree. The calculation puts the largest force on an atom at 7.78 eV/A.



Below is an isolated ion of composition C4H7N3 and charge +2, with properties calculated with ωB97M-V/def2-TZVPD.

ORCA input file:
```
! wB97M-V def2-TZVPD RIJCOSX def2/J DEFGRID3
* xyz 2 1
C 1.706 -0.170 -1.914
N 1.366 -0.657 -0.835
C 1.209 -1.399 0.171
N 0.260 -0.977 1.087
C -0.498 0.035 0.664
C -1.571 0.974 0.916
N -0.498 0.630 -0.497
H 1.704 -0.681 -2.949
H 2.069 0.832 -2.031
H 1.905 -2.180 0.399
H 0.305 -1.331 1.991
H -2.571 0.745 0.783
H -1.323 1.655 1.589
H -1.281 1.276 -0.514
*
```

The value obtained for the frontier orbital gap is 10.087 eV. Its structure (SMILES) is C=[N+]=C/[NH+]=C1/CN1. As for the highest occupied orbital energy: -0.75382 hartree. The calculation puts the largest force on an atom at 4.73 eV/A.